No. 1
Density functional theory data (wB97M-V/def2-TZVPD) for a structure of composition C29H23Br2N2OReS in a non-equilibrium geometry.

Structure (XYZ):
```
59
Properties=species:S:1:pos:R:3:mulliken_charge:R:1
Re -0.140 0.227 0.489 2.07
C -0.559 1.897 -2.581 -1.51
C -0.318 2.780 -1.394 1.34
C -0.435 4.172 -1.534 -1.11
C -0.160 5.017 -0.498 -0.62
C 0.257 4.499 0.747 0.66
C 0.619 5.263 1.877 -0.19
Br 0.539 7.133 1.827 -0.14
C 1.024 4.641 3.015 -0.36
C 1.075 3.230 3.078 -0.08
Br 1.603 2.392 4.660 -0.10
C 0.731 2.470 2.012 0.04
O 0.806 1.084 1.968 -0.63
C 0.319 3.103 0.855 0.30
N 0.016 2.250 -0.214 0.03
H -0.257 2.414 -3.491 0.56
H -1.625 1.667 -2.677 0.35
H -0.017 0.957 -2.506 0.04
H -0.745 4.562 -2.495 0.49
H -0.244 6.089 -0.626 0.43
H 1.311 5.223 3.882 0.46
C -2.889 -3.600 4.724 -1.39
C -2.110 -2.742 3.772 1.11
C -1.014 -3.236 3.074 -0.86
C -0.353 -2.447 2.163 -0.20
N -0.733 -1.180 1.933 -0.06
C -1.771 -0.666 2.639 -0.05
C -2.474 -1.406 3.544 -0.85
H -2.484 -4.607 4.789 0.36
H -3.930 -3.662 4.400 0.36
H -2.892 -3.157 5.722 0.36
H -0.670 -4.251 3.235 0.38
H 0.484 -2.816 1.586 0.50
H -2.030 0.377 2.456 0.47
H -3.300 -0.955 4.077 0.46
S -1.945 -0.318 -0.782 -0.23
C -1.850 -1.264 -2.246 0.85
C -0.695 -1.873 -2.741 -0.41
C -0.749 -2.563 -3.938 -0.75
C -1.950 -2.654 -4.637 -0.47
C -3.101 -2.062 -4.140 -0.65
C -3.058 -1.361 -2.944 -0.56
H 0.225 -1.817 -2.178 0.40
H 0.144 -3.033 -4.335 0.44
H -1.987 -3.202 -5.572 0.42
H -4.033 -2.143 -4.685 0.41
H -3.951 -0.892 -2.546 0.45
C 1.211 -0.504 -0.330 -0.86
C 2.501 -0.882 -0.780 0.60
C 3.430 -1.317 0.182 -0.25
C 4.730 -1.571 -0.207 -0.76
C 5.097 -1.393 -1.538 -0.40
C 4.172 -0.974 -2.493 -0.85
C 2.869 -0.722 -2.121 -0.09
H 3.121 -1.434 1.216 0.45
H 5.457 -1.905 0.521 0.43
H 6.120 -1.585 -1.838 0.42
H 4.474 -0.848 -3.525 0.44
H 2.135 -0.404 -2.853 0.35
```

## Properties
HOMO-LUMO gap (alpha / beta) in Ha: 0.209 / 0.192
Charge: +2

No. 2
Density functional theory data (wB97M-V/def2-TZVPD) for a structure of composition C44H36N9OPb in a non-equilibrium geometry.

Structure (XYZ):
```
91
Properties=species:S:1:pos:R:3:mulliken_charge:R:1
Pb 0.191 -0.051 -0.277 1.37
C 1.591 0.035 6.530 -0.64
C 1.976 1.343 6.284 -0.69
C 1.724 1.911 5.044 -0.19
C 0.972 1.252 4.087 0.44
C 0.517 1.532 2.702 0.04
N 0.527 2.791 2.253 -0.42
C -0.076 3.086 1.088 -0.63
C -0.521 4.441 0.850 0.42
C -0.393 5.611 1.602 -0.38
C -1.105 6.761 1.197 -0.61
C -1.855 6.736 0.029 -0.72
C -2.017 5.553 -0.715 -0.07
C -1.366 4.418 -0.260 0.54
C -1.371 3.058 -0.724 -0.36
N -2.151 2.657 -1.691 -0.54
C -2.442 1.418 -2.008 -0.44
N -2.044 0.271 -1.346 0.05
C -2.857 -0.735 -1.705 0.05
N -3.097 -1.870 -1.051 -0.44
C -2.538 -2.088 0.137 -0.60
N -1.541 -1.463 0.812 -0.03
C -1.411 -2.097 2.045 0.08
N -0.623 -1.801 3.041 -0.59
C -0.059 -0.589 3.113 -0.06
N 0.006 0.411 2.169 -0.21
C 0.557 -0.103 4.339 0.09
C 0.828 -0.676 5.607 -0.19
C -2.317 -3.199 2.137 -0.13
C -2.496 -4.204 3.059 -0.26
C -3.340 -5.244 2.717 -0.62
C -4.058 -5.227 1.534 -0.71
C -3.912 -4.208 0.612 -0.17
C -3.032 -3.231 0.916 0.80
C -3.616 -0.325 -2.903 0.27
C -4.455 -1.023 -3.732 -0.23
C -5.099 -0.344 -4.791 -0.69
C -4.947 1.009 -4.935 -0.69
C -4.092 1.691 -4.075 0.00
C -3.426 1.072 -3.034 0.18
N -0.521 2.273 0.049 0.35
H 1.894 -0.455 7.417 0.45
H 2.443 1.973 7.060 0.38
H 2.204 2.844 4.840 0.49
H 0.130 5.590 2.528 0.57
H -1.140 7.667 1.825 0.38
H -2.518 7.572 -0.187 0.35
H -2.626 5.526 -1.606 0.57
H 0.436 -1.643 5.908 0.49
H -2.046 -4.187 4.022 0.58
H -3.512 -6.057 3.412 0.40
H -4.757 -6.009 1.315 0.43
H -4.450 -4.142 -0.309 0.62
H -4.545 -2.113 -3.564 0.46
H -5.554 -0.898 -5.617 0.36
H -5.448 1.553 -5.692 0.46
H -3.916 2.757 -4.270 0.45
C 4.008 -0.732 -1.905 0.16
C 4.502 -0.876 -0.579 1.17
C 4.249 0.281 0.138 -0.35
C 3.423 1.111 -0.675 0.64
C 3.206 0.427 -1.938 0.89
C 2.519 1.008 -3.122 -1.38
C 2.916 2.512 -0.426 -1.05
C 4.755 0.635 1.509 -1.55
C 5.170 -2.099 -0.059 -1.53
C 4.234 -1.700 -3.019 -1.49
H 1.819 0.285 -3.561 0.21
H 3.220 1.310 -3.951 0.29
H 2.019 1.927 -2.796 0.37
H 3.437 3.222 -1.093 0.44
H 3.091 2.820 0.603 0.34
H 1.898 2.563 -0.758 -0.05
H 4.079 0.168 2.285 0.17
H 4.748 1.739 1.635 0.36
H 5.770 0.349 1.678 0.50
H 5.483 -2.670 -0.923 0.46
H 4.505 -2.654 0.592 0.25
H 6.063 -1.849 0.565 0.33
H 3.337 -1.822 -3.696 0.27
H 4.436 -2.700 -2.580 0.40
H 5.084 -1.385 -3.623 0.33
C -0.163 -4.188 -1.476 -1.24
C 0.175 -3.065 -2.482 0.59
N 0.009 -3.347 -3.798 -0.36
O 0.590 -1.925 -2.136 -0.39
H 0.414 -5.096 -1.674 0.47
H -1.250 -4.431 -1.558 0.39
H -0.014 -3.861 -0.436 0.09
H -0.459 -4.198 -4.064 0.21
H 0.022 -2.588 -4.463 0.26
```

## Properties
HOMO-LUMO gap (alpha / beta) in Ha: 0.158 / 0.175
Charge: +1

No. 3
Density functional theory data (wB97M-V/def2-TZVPD) for a cluster of 3 separate species, C4H6O2 in total in a non-equilibrium geometry.

Structure (XYZ):
```
12
Properties=species:S:1:pos:R:3:mulliken_charge:R:1
O 0.421 2.873 0.847 -0.14
C 1.078 1.993 0.559 0.13
C -1.697 0.405 -0.052 -0.59
C -1.459 -0.889 0.137 -0.45
O 1.476 -1.597 -1.203 -0.41
C 1.995 -0.852 -0.411 -0.12
H -1.402 0.911 -0.970 0.30
H -2.206 1.012 0.694 0.24
H -1.765 -1.394 1.051 0.23
H -0.939 -1.491 -0.604 0.27
H 2.784 -0.134 -0.708 0.26
H 1.715 -0.834 0.660 0.27
```

## Properties
HOMO-LUMO gap in Ha: 0.399

No. 4
Density functional theory data (wB97M-V/def2-TZVPD) for an isolated molecule of C2H4OS2 in a non-equilibrium geometry.

Structure (XYZ):
```
9
Properties=species:S:1:pos:R:3:mulliken_charge:R:1
C -1.643 1.039 -0.634 -0.64
C -0.565 0.222 -0.469 0.03
S 0.972 0.797 0.079 0.10
O 1.854 -0.733 -0.160 -0.29
S 2.762 -1.182 1.109 -0.05
H -2.671 0.730 -0.915 0.24
H -1.620 2.060 -0.310 0.18
H -0.816 -0.824 -0.347 0.29
H 1.727 -2.109 1.648 0.15
```

## Properties
HOMO-LUMO gap in Ha: 0.316
SMILES string: C=CSOS

No. 5
Density functional theory data (wB97M-V/def2-TZVPD) for a cluster of 7 separate species, C6H27N5O7 in total in a non-equilibrium geometry.

Structure (XYZ):
```
45
Properties=species:S:1:pos:R:3:mulliken_charge:R:1
C 5.201 -2.948 -3.394 -0.81
O 4.730 -3.547 -2.240 -0.38
C 3.642 -2.994 -1.623 -0.70
C 3.968 -1.580 -1.085 0.47
C 5.220 -1.572 -0.296 -1.42
N 2.892 -1.081 -0.218 -0.53
H 5.957 -3.579 -3.862 0.28
H 5.530 -1.909 -3.417 0.31
H 4.399 -2.832 -4.123 0.35
H 2.974 -2.948 -2.483 0.39
H 3.258 -3.720 -0.906 0.34
H 3.950 -0.754 -1.797 0.33
H 5.515 -0.603 0.105 0.39
H 6.139 -1.914 -0.771 0.33
H 5.117 -2.213 0.580 0.35
H 2.068 -1.173 -0.795 0.15
H 2.794 -1.749 0.533 0.21
N -4.446 0.759 3.593 -0.42
C -3.391 1.112 2.876 0.64
N -2.324 1.319 3.653 -0.39
O -3.374 1.052 1.706 -0.58
H -5.379 0.710 3.210 0.26
H -4.299 0.696 4.590 0.12
H -2.342 1.096 4.638 0.16
H -1.549 1.675 3.112 0.17
N -6.837 3.376 -0.720 -0.41
C -5.932 2.520 -0.435 0.56
N -4.698 2.752 -0.819 -0.36
O -6.287 1.536 0.203 -0.67
H -6.597 4.024 -1.456 0.17
H -7.777 3.023 -0.613 0.27
H -4.575 3.670 -1.223 0.17
H -3.985 2.221 -0.340 0.30
O -1.707 -0.386 -1.431 -0.65
H -1.274 -1.218 -1.625 0.28
H -1.219 0.262 -1.940 0.34
O 2.122 2.242 0.303 -0.67
H 1.204 2.008 0.442 0.42
H 2.552 1.412 0.097 0.29
O 0.400 -0.453 2.700 -0.66
H -0.004 0.168 2.093 0.45
H 0.470 -1.266 2.200 0.26
O -0.414 1.070 0.553 -0.66
H -1.264 1.477 0.382 0.22
H -0.429 0.259 0.045 0.35
```

## Properties
HOMO-LUMO gap in Ha: 0.338
SMILES string: COC[C@H](C)N.NC(N)=O.NC(N)=O.O.O.O.O

No. 6
Density functional theory data (wB97M-V/def2-TZVPD) for an isolated molecule of CH3NOS in a non-equilibrium geometry.

Structure (XYZ):
```
7
Properties=species:S:1:pos:R:3:mulliken_charge:R:1
O -0.390 0.507 1.211 -0.47
C -0.525 -0.051 -0.187 -0.20
N 0.453 -0.749 -0.987 -0.15
S 2.014 -0.584 -0.663 -0.05
H 0.579 0.555 1.493 0.30
H -1.443 -0.563 -0.219 0.30
H -0.688 0.885 -0.649 0.27
```

## Properties
HOMO-LUMO gap in Ha: 0.273
SMILES string: OCN=S

Number 1: energy -188510.4443 eV. Number 2: energy -66913.6080 eV. Number 3: energy -8338.0619 eV. Number 4: energy -25853.7338 eV. Number 5: energy -28442.9826 eV. Number 6: energy -15455.7758 eV.